No. 1
Computed, not measured: C48H46LaN7O2S2SbSi as an isolated structure at a distorted geometry, with ωB97M-V/def2-TZVPD.

Results
electronic energy = -3747.95452 a.u.
orbital gap = 5.99 eV
net charge = +1
2S+1 = 1

```
108
Properties=species:S:1:pos:R:3:forces:R:3:mulliken_charge:R:1
La 5.4396 -18.8210 -9.2029 0.795 0.928 0.720 0.608
N 5.1116 -22.5597 -11.7994 1.341 0.918 1.636 0.005
C 6.5135 -22.7169 -11.7581 -1.402 0.511 -0.220 -1.040
C 6.9967 -21.6468 -11.0544 -0.642 -0.700 -0.289 -0.868
N 5.9566 -20.8589 -10.6328 -0.620 -0.750 -0.181 1.330
C 4.8284 -21.4666 -11.0264 1.206 -0.429 -1.197 0.050
C 3.4774 -20.9006 -10.9062 -0.028 0.607 0.491 -0.347
N 3.4274 -19.6965 -10.3634 0.046 -1.221 -1.046 0.423
C 2.1692 -18.9304 -12.2788 -0.743 0.562 0.562 -1.411
C 1.1701 -20.1288 -12.6549 -0.183 1.112 -0.421 0.329
N 1.1574 -21.1251 -11.4243 0.456 -0.180 -1.035 -0.431
H 4.3925 -23.1104 -12.2427 0.132 -0.170 -0.117 0.245
H 7.0201 -23.5239 -12.2500 -0.029 -0.088 -0.088 0.484
H 8.0255 -21.4530 -10.8212 0.105 0.216 0.052 0.490
H 1.7403 -17.9654 -12.5814 -0.168 -0.454 0.454 1.092
H 0.1084 -19.6581 -12.5754 0.877 -0.750 0.277 0.160
H 0.7498 -21.9170 -11.9595 0.116 0.310 0.604 0.376
O 2.5709 -21.6797 -11.4109 -0.337 0.666 -0.086 -0.475
S 3.5064 -19.0514 -13.5759 1.115 -1.028 0.201 -0.378
O 1.4933 -20.6544 -13.7762 -0.304 -0.265 -0.041 -0.825
N 2.3978 -18.8980 -10.8159 0.457 1.169 -0.755 1.071
C 1.6441 -18.1292 -9.9538 -0.444 -0.064 0.375 0.004
C 0.4416 -17.5620 -10.4165 0.463 -0.574 -0.486 -1.163
C -0.6074 -17.2874 -9.5315 -0.007 0.780 0.910 -1.038
C -0.4067 -17.3445 -8.1569 -0.404 0.049 -0.308 -1.165
C 0.8894 -17.6122 -7.6520 -0.102 0.138 -0.392 0.924
C 1.1396 -17.5041 -6.2691 1.585 -0.701 0.053 -1.014
C 2.4611 -17.6814 -5.8225 -1.828 0.405 0.923 -1.064
C 3.4684 -17.8951 -6.7458 0.641 -0.525 -1.422 -0.509
N 3.2590 -18.0994 -8.0585 -1.164 0.330 0.746 1.463
C 1.9678 -17.9717 -8.5306 -0.116 -0.159 -0.415 0.761
C 5.0509 -18.3603 -12.9808 0.399 0.708 0.948 0.377
C 5.1168 -17.3400 -11.9990 0.752 0.088 0.611 -0.987
C 6.3668 -16.8080 -11.5318 -1.170 -0.493 -0.509 -0.530
C 7.5895 -17.2741 -12.0274 -0.078 -0.187 0.046 -0.408
C 7.5481 -18.2749 -13.0086 -1.072 -0.405 -0.413 -0.677
C 6.3028 -18.8014 -13.4822 0.674 -0.134 0.365 -0.495
H 0.2894 -17.4733 -11.5142 -0.137 -0.267 1.149 0.377
H -1.5753 -16.9685 -9.9407 0.476 -0.220 0.231 0.398
H -1.1990 -17.1357 -7.4144 0.422 -0.123 -0.725 0.380
H 0.2912 -17.3471 -5.5969 0.469 0.078 -0.112 0.451
H 2.6710 -17.6599 -4.7414 0.050 0.150 -0.710 0.499
H 4.5315 -17.9232 -6.4537 -0.452 0.031 0.138 0.515
H 4.1849 -16.9597 -11.5428 0.480 -0.035 -0.425 0.755
H 6.3256 -16.0356 -10.7691 0.157 -0.084 -0.239 0.647
H 8.5404 -16.8818 -11.6162 -0.712 -0.286 -0.457 0.501
H 8.4708 -18.6998 -13.4357 -0.515 0.316 0.298 0.378
H 6.3651 -19.6467 -14.1900 -0.266 0.631 0.304 0.395
S 4.9367 -21.4306 -7.7513 -0.143 0.679 -0.041 -0.720
Sb 4.9030 -21.1440 -5.4713 0.795 -1.135 -0.807 1.536
C 6.4741 -19.7562 -4.9942 -1.232 0.084 0.526 0.626
C 7.7227 -19.9982 -5.5084 1.372 -0.029 -0.199 -0.540
C 8.8163 -19.1842 -5.1266 -0.174 0.095 -0.284 -0.629
C 8.6188 -18.1021 -4.2554 -0.563 -0.498 0.052 -0.500
C 7.3229 -17.8495 -3.7604 0.033 -0.031 -0.413 -0.755
C 6.2599 -18.6704 -4.1508 -0.292 0.749 0.565 -0.236
C 2.9951 -21.0419 -4.5460 0.301 0.291 0.083 0.841
C 1.9940 -21.8331 -5.0787 -0.722 -0.726 -0.688 -0.534
C 0.7265 -21.8897 -4.4669 0.108 0.207 -0.245 -0.629
C 0.4717 -21.0901 -3.3414 0.509 -0.032 -0.190 -0.529
C 1.4957 -20.3079 -2.7967 0.399 0.187 -0.767 -0.575
C 2.7584 -20.2919 -3.4058 0.079 0.036 0.798 -0.567
C 5.5272 -23.1362 -4.9928 0.273 0.271 0.494 0.624
C 5.7870 -23.3435 -3.6511 -0.051 -1.050 0.512 -0.532
C 6.0303 -24.6407 -3.1550 -0.027 0.592 -0.164 -0.669
C 6.0631 -25.7249 -4.0310 -0.056 0.252 -0.410 -0.496
C 5.8443 -25.5044 -5.4069 0.352 0.097 0.236 -0.539
C 5.6109 -24.2160 -5.8794 -0.334 0.450 -0.761 -0.341
H 7.8711 -20.8222 -6.2096 0.097 0.156 0.214 0.488
H 9.8207 -19.3705 -5.5550 -0.815 0.097 0.334 0.385
H 9.4628 -17.4820 -3.9519 -0.272 -0.137 -0.144 0.422
H 7.0863 -16.9979 -3.1072 0.390 -0.411 -0.308 0.401
H 5.2532 -18.3897 -3.7918 0.572 -0.387 -0.174 0.024
H 2.1785 -22.4213 -6.0004 -0.158 0.381 0.661 0.369
H -0.0675 -22.5206 -4.9171 0.661 0.524 0.444 0.376
H -0.5077 -21.0626 -2.8837 -0.036 -0.124 -0.050 0.428
H 1.3469 -19.6200 -1.9705 -0.223 -0.370 0.100 0.418
H 3.5796 -19.7535 -2.9177 -0.417 0.009 -0.259 0.339
H 5.7947 -22.5259 -2.9416 -0.101 0.094 0.059 0.351
H 6.1734 -24.7189 -2.0747 0.101 -0.349 -0.416 0.382
H 6.2945 -26.7331 -3.6852 -0.184 0.311 0.019 0.380
H 5.9043 -26.3261 -6.1328 -0.034 0.338 0.472 0.383
H 5.4986 -24.0202 -6.9631 -0.058 -0.255 0.754 0.265
C 4.1523 -15.0561 -9.0436 -0.257 -0.299 -0.436 -1.071
Si 5.7702 -15.1831 -8.0847 0.508 -1.205 -0.356 0.947
C 5.3952 -14.9873 -6.2730 -0.437 -0.879 0.552 -1.180
C 6.8862 -13.8511 -8.7245 0.054 0.744 -0.062 -1.373
N 6.5816 -16.7499 -8.3819 -1.323 0.364 0.064 0.945
C 7.9298 -16.8960 -8.1504 0.331 0.121 0.429 1.037
C 8.7117 -16.0368 -7.2988 0.034 -0.488 -0.492 -0.100
C 10.0868 -16.2291 -7.1722 0.139 -0.517 -0.068 -0.820
C 10.7234 -17.3505 -7.7472 -0.335 0.045 -0.167 -0.831
C 9.9628 -18.2092 -8.5438 0.056 -0.064 0.151 -0.940
C 8.6137 -17.9685 -8.7739 0.074 0.323 0.231 -1.024
H 3.3859 -14.5444 -8.4636 -0.047 -0.013 0.288 0.395
H 3.6914 -15.9998 -9.3663 0.122 0.106 0.139 -0.116
H 4.2437 -14.4508 -9.9468 0.264 -0.028 -0.091 0.453
H 5.6247 -13.9963 -5.9391 0.018 0.751 0.260 0.611
H 6.0163 -15.6703 -5.6709 -0.127 0.113 -0.180 0.015
H 4.3367 -15.2032 -6.0224 0.488 0.159 -0.154 0.286
H 6.3334 -13.1905 -9.4089 0.212 -0.094 0.188 0.501
H 7.7381 -14.2665 -9.2580 0.051 -0.060 -0.137 0.294
H 7.2995 -13.2350 -7.9209 -0.046 0.049 -0.091 0.349
H 8.2170 -15.2199 -6.7648 0.241 -0.239 -0.272 0.269
H 10.7154 -15.5261 -6.6151 -0.443 -0.205 -0.041 0.400
H 11.7899 -17.5430 -7.6036 -0.398 0.196 -0.041 0.390
H 10.3918 -19.0911 -9.0170 0.210 0.254 0.090 0.407
H 8.1112 -18.5732 -9.5415 0.169 0.090 0.185 0.244
```
Forces are in eV/Å.

---

No. 2
Computed, not measured: C48H47AlNO4P3S3 as an isolated structure at a distorted geometry, with ωB97M-V/def2-TZVPD.

Results
electronic energy = -4674.15407 a.u.
orbital gap = 7.34 eV
net charge = 0
2S+1 = 1

```
107
Properties=species:S:1:pos:R:3:forces:R:3:mulliken_charge:R:1
Al 0.9364 -0.5868 0.8058 -0.100 -0.446 0.263 0.565
S 0.5101 -3.1187 0.9540 0.038 0.117 0.052 -1.008
P -1.0129 -2.2835 -0.0976 -0.099 0.204 -0.099 0.908
C -0.5209 -0.7487 -0.6054 -0.080 0.004 -0.144 -0.353
P 0.5659 -0.5145 -1.8775 0.106 -0.002 0.093 2.205
S 2.3826 -0.1849 -0.9683 -0.012 -0.130 -0.188 -0.885
C 0.1848 0.9666 -2.8437 0.170 0.053 -0.103 -0.041
C 0.9327 1.2832 -3.9759 0.144 -0.173 0.258 -0.741
C 0.6652 2.4461 -4.6775 -0.283 0.275 -0.136 -1.310
C -0.3419 3.3017 -4.2456 -0.627 -2.299 -2.183 -0.160
C -1.0825 2.9945 -3.1147 -1.545 -2.286 -0.809 -0.868
C -0.8225 1.8222 -2.4156 -0.430 -0.222 -0.446 -1.411
C 0.7401 -1.8368 -3.1049 -0.014 0.002 -0.017 0.311
C -0.1896 -1.9460 -4.1370 -0.007 0.009 0.004 -0.269
C -0.1195 -3.0064 -5.0258 -0.009 -0.004 -0.008 -0.689
C 0.8813 -3.9595 -4.8918 0.004 -0.005 0.003 -0.580
C 1.8065 -3.8561 -3.8638 0.003 0.003 -0.015 -0.717
C 1.7351 -2.7993 -2.9678 -0.005 0.006 0.006 -0.559
C -2.4391 -2.0841 1.0116 0.002 -0.025 -0.028 0.533
C -2.6920 -2.9973 2.0300 0.016 -0.016 0.008 -0.701
C -3.8096 -2.8473 2.8366 -0.001 -0.005 0.000 -0.689
C -4.6818 -1.7871 2.6264 -0.002 0.000 -0.008 -0.579
C -4.4329 -0.8744 1.6117 -0.009 0.009 0.013 -0.813
C -3.3115 -1.0198 0.8079 0.010 0.014 -0.006 0.215
C -1.6451 -3.3938 -1.3887 0.027 -0.059 0.038 0.925
C -2.7764 -2.9985 -2.1023 -0.001 0.003 -0.002 -0.700
C -3.2935 -3.8148 -3.0933 0.001 -0.008 0.000 -0.715
C -2.6813 -5.0290 -3.3816 -0.005 0.003 -0.003 -0.545
C -1.5528 -5.4205 -2.6794 0.000 -0.004 -0.004 -0.740
C -1.0350 -4.6057 -1.6807 0.019 0.005 -0.002 -0.135
H 1.7244 0.6193 -4.3053 -0.010 0.007 0.000 0.561
H 1.2440 2.6896 -5.5596 -0.025 -0.001 -0.019 0.375
H -0.5495 4.2150 -4.7863 -0.349 -1.075 -0.770 0.728
H -1.8543 3.6759 -2.7810 -0.214 -0.994 -0.171 1.346
H -1.3877 1.5566 -1.5299 -0.040 0.054 -0.018 0.655
H -0.9675 -1.1990 -4.2456 -0.004 -0.003 0.003 0.478
H -0.8477 -3.0901 -5.8222 -0.001 -0.001 -0.003 0.442
H 0.9369 -4.7854 -5.5897 0.000 -0.001 -0.001 0.399
H 2.5866 -4.5992 -3.7579 0.000 -0.001 0.001 0.427
H 2.4507 -2.7129 -2.1600 -0.002 0.005 0.001 0.248
H -1.9995 -3.8133 2.1993 -0.002 0.005 0.002 0.374
H -3.9980 -3.5549 3.6339 0.000 -0.001 0.001 0.414
H -5.5513 -1.6683 3.2604 0.000 0.000 0.000 0.388
H -5.1051 -0.0405 1.4537 0.003 0.000 -0.002 0.432
H -3.0872 -0.2990 0.0306 0.002 0.014 0.001 0.159
H -3.2509 -2.0498 -1.8800 -0.006 -0.001 0.001 0.377
H -4.1743 -3.5058 -3.6416 0.000 0.000 0.000 0.413
H -3.0857 -5.6678 -4.1567 -0.001 -0.001 -0.001 0.408
H -1.0702 -6.3623 -2.9079 0.000 -0.002 0.001 0.429
H -0.1525 -4.9036 -1.1279 -0.003 -0.002 0.000 0.348
N 2.6680 1.6262 1.5196 0.391 0.251 -0.021 -0.474
C 2.6159 1.5749 2.7938 -0.221 -0.015 0.047 0.384
C 2.0688 2.5428 3.7590 0.073 0.057 0.022 0.399
C 1.5543 2.0725 4.9661 -0.022 0.001 -0.025 -0.725
C 1.0058 2.9601 5.8756 -0.011 0.002 0.003 -0.549
C 0.9832 4.3195 5.5941 0.002 -0.004 0.006 -0.432
C 1.5133 4.7925 4.4019 -0.002 0.002 -0.018 -0.813
C 2.0526 3.9086 3.4815 0.007 -0.030 0.013 -0.140
H 1.5704 1.0110 5.1694 -0.001 -0.009 0.006 0.549
H 0.5923 2.5903 6.8047 0.001 0.003 -0.001 0.424
H 0.5556 5.0123 6.3075 0.001 0.000 0.000 0.405
H 1.5075 5.8529 4.1865 -0.003 0.000 0.001 0.446
H 2.4664 4.2788 2.5549 0.010 -0.005 -0.038 0.510
C 1.5860 -3.9017 4.4519 0.008 0.005 -0.006 -1.264
C 2.7085 -3.3263 3.6238 0.011 0.013 -0.030 -0.186
O 2.6752 -1.8926 3.7422 0.029 0.005 0.169 -0.310
P 2.8698 -0.9351 2.4647 -0.044 -0.208 -0.230 0.894
O 3.0640 0.4385 3.3675 0.164 0.103 -0.015 -0.657
C 4.5478 -1.2962 1.8787 0.025 0.102 0.043 -0.646
C 5.6368 -1.2083 2.9432 0.008 -0.006 0.009 -1.207
O 0.3303 0.2878 2.1803 -0.173 -0.008 0.001 0.472
C -0.7726 1.1638 2.2323 -0.045 -0.115 0.063 1.062
C -1.6567 0.8239 3.4169 -0.013 -0.013 -0.007 -1.636
H 1.6086 -4.9914 4.4035 0.000 -0.001 -0.001 0.410
H 0.6274 -3.5540 4.0682 -0.006 -0.002 -0.003 0.113
H 1.6875 -3.5945 5.4928 -0.006 0.001 -0.001 0.375
H 2.6072 -3.6286 2.5792 -0.011 0.004 -0.023 0.326
H 3.6848 -3.6618 3.9821 0.003 -0.007 -0.007 0.354
H 4.7212 -0.5921 1.0601 0.021 -0.010 -0.023 0.416
H 4.5037 -2.2903 1.4204 -0.032 0.013 0.003 0.401
H 5.7112 -0.1952 3.3370 0.004 -0.001 0.008 0.257
H 6.6055 -1.4819 2.5252 0.004 0.004 0.001 0.403
H 5.4290 -1.8741 3.7814 0.000 0.001 -0.003 0.273
H -1.3542 1.0991 1.3046 -0.007 0.023 -0.048 -0.167
H -0.4102 2.1975 2.3160 -0.010 -0.009 0.020 -0.146
H -2.0129 -0.2050 3.3362 -0.004 0.002 0.003 0.190
H -2.5231 1.4882 3.4576 -0.010 0.009 0.003 0.356
H -1.1005 0.9240 4.3502 0.020 -0.001 0.016 0.304
C -4.9437 6.5892 -3.9739 -0.002 0.001 0.003 -1.185
C -3.9240 5.8920 -3.1089 -0.109 -0.014 0.026 0.838
O -4.1680 4.9179 -2.4507 0.082 -0.038 -0.035 -0.520
S -2.3261 6.6849 -3.1704 0.141 -0.062 -0.061 -0.310
C -1.3234 5.5934 -2.2020 0.550 0.954 0.100 0.114
C -0.2145 4.9973 -2.7908 1.083 3.319 1.686 -1.001
C 0.6318 4.2042 -2.0348 1.058 1.258 1.496 -0.945
C 0.3724 3.9896 -0.6805 0.481 0.376 -0.322 1.123
C -0.7605 4.5731 -0.1048 -0.271 0.046 0.045 -0.807
C -1.5965 5.3774 -0.8559 -0.047 -0.132 0.186 -0.327
C 1.2505 3.1892 0.1154 0.052 -0.041 -0.187 0.019
C 1.9835 2.5157 0.7934 -0.128 0.160 0.279 -0.655
H -5.8803 6.6614 -3.4238 -0.002 0.000 0.001 0.316
H -5.1139 5.9742 -4.8586 0.005 -0.001 0.002 0.287
H -4.6127 7.5771 -4.2884 0.000 0.004 -0.002 0.401
H -0.0146 5.1571 -3.8425 0.354 1.068 1.270 0.684
H 1.4947 3.7360 -2.4886 -0.041 -0.051 0.015 0.727
H -0.9680 4.3970 0.9427 -0.013 0.000 0.002 0.531
H -2.4619 5.8395 -0.4008 -0.011 -0.028 -0.007 0.480
```
Forces are in eV/Å.